[1]
Computed, not measured: a structure of composition C26H30Br4N5O3STi, with wB97M-V/def2-TZVPD.

```
70
Properties=species:S:1:pos:R:3:forces:R:3
Ti -0.6125 -0.3204 0.4610 0.61 0.42 0.10
C -3.0147 1.9637 0.8122 0.03 0.03 -0.01
N -2.6549 0.5844 0.5461 -0.22 -0.05 0.02
C -3.5746 -0.3097 0.6721 0.03 0.27 0.07
C -3.2601 -1.6809 0.5289 -0.06 -0.42 -0.11
C -4.0738 -2.8179 0.5369 0.07 0.08 0.01
C -3.2200 -3.8979 0.2982 0.00 -0.06 -0.02
C -1.9369 -3.3610 0.1575 0.04 0.04 0.01
N -1.9517 -2.0249 0.2993 -0.08 0.00 0.08
C -3.0161 2.8588 -0.4084 0.04 -0.10 -0.05
C -2.5047 2.4434 -1.6323 -0.08 -0.01 -0.04
C -2.4875 3.3096 -2.7191 -0.01 0.01 0.02
C -2.9811 4.6006 -2.5991 0.01 -0.03 -0.01
C -3.5044 5.0179 -1.3821 -0.01 -0.01 0.04
C -3.5240 4.1507 -0.3000 0.05 0.04 0.01
H -2.2831 2.3624 1.5207 -0.03 0.03 0.01
H -4.0007 2.0175 1.2883 -0.02 -0.02 0.00
H -4.6029 -0.0293 0.9113 0.00 0.04 0.00
H -5.1415 -2.8416 0.6948 0.01 0.01 -0.01
H -3.4866 -4.9410 0.2259 0.01 0.01 0.01
H -1.0173 -3.8874 -0.0580 0.01 0.01 -0.02
H -2.1240 1.4356 -1.7425 0.04 0.01 0.02
H -2.0864 2.9661 -3.6657 0.00 0.01 0.01
H -2.9655 5.2744 -3.4470 0.00 0.00 0.01
H -3.8992 6.0213 -1.2761 0.00 -0.01 0.00
H -3.9336 4.4813 0.6491 0.01 0.01 0.00
Br 5.2118 -0.9582 4.1405 -0.01 -0.01 -0.01
C 3.3906 -0.8112 3.6454 -0.09 0.02 0.06
C 2.4306 -0.4491 4.5771 0.08 -0.02 -0.06
Br 2.9225 -0.0712 6.3667 -0.03 -0.01 -0.04
C 1.0882 -0.3510 4.1843 -0.02 0.02 0.03
Br -0.2816 0.1092 5.4033 0.00 -0.01 -0.02
C 0.6962 -0.5858 2.8733 0.03 -0.05 0.03
O -0.5452 -0.5423 2.4539 -0.04 0.07 -0.15
C 1.6851 -0.9238 1.8987 0.20 0.12 0.24
O 1.2605 -1.0914 0.6656 -0.14 -0.07 -0.05
C 3.0034 -1.0520 2.3186 -0.15 -0.12 -0.09
Br 4.2463 -1.6924 1.0372 0.01 0.04 -0.07
C 2.8846 1.1302 -1.3975 0.03 -0.02 0.06
N 1.8218 0.6934 -2.3004 -0.12 0.03 0.04
C 0.9606 1.7806 -2.7413 -0.01 -0.08 0.02
C 1.3223 -0.5686 -2.1991 0.02 0.26 -0.15
S -0.3539 -0.8808 -2.1866 -0.02 0.05 0.10
N 2.2146 -1.5624 -2.1742 0.08 -0.11 0.00
C 3.5583 -1.4211 -2.7073 0.01 -0.06 0.02
C 1.8537 -2.9008 -1.7368 0.02 -0.04 0.01
H 2.4520 1.7951 -0.6443 0.02 -0.04 -0.06
H 3.6647 1.6604 -1.9497 0.03 -0.01 0.01
H 3.3102 0.2848 -0.8664 0.00 0.00 0.01
H 1.6008 2.6159 -3.0321 0.02 -0.02 -0.01
H 0.2894 2.1049 -1.9446 -0.03 0.00 0.01
H 0.3714 1.4643 -3.5985 -0.02 0.00 0.00
H 3.6322 -0.5102 -3.2948 -0.01 0.00 0.00
H 3.7623 -2.2773 -3.3544 -0.01 -0.01 0.01
H 4.3097 -1.4009 -1.9158 0.00 0.00 0.02
H 1.0617 -2.8384 -0.9991 0.00 0.01 0.00
H 2.7277 -3.3480 -1.2630 0.00 0.01 0.00
H 1.5301 -3.5193 -2.5787 0.00 0.02 -0.02
C 0.9305 3.9627 0.3745 0.03 -0.06 -0.08
C 0.1454 2.7708 0.8341 0.00 0.09 0.22
N 0.0763 1.6202 0.4917 -0.31 -0.42 -0.27
H 1.2245 3.8543 -0.6771 0.03 0.08 0.05
H 1.8266 4.0412 0.9932 0.01 0.00 -0.01
H 0.3595 4.8798 0.5006 -0.03 0.00 -0.02
C 1.0393 -5.0386 1.6653 -0.02 0.04 -0.01
O 0.8182 -3.8000 2.3008 -0.07 -0.06 -0.03
H 0.9302 -4.9758 0.5764 0.02 0.00 0.00
H 0.3655 -5.8195 2.0357 -0.02 -0.01 -0.02
H 2.0652 -5.3353 1.8821 0.00 0.00 0.02
H -0.0060 -3.4179 1.9704 0.04 0.04 0.08
```
Forces are in eV/Å.

As for the charge: -1. As for the multiplicity: 3. For the max |F|, the calculation gives 0.01449 Eh/bohr. As for the expectation value of S²: 2.0108. The calculation puts the total energy at -355166.2219 eV. For the frontier orbital gap (spin up / spin down), the calculation gives 5.38 / 6.82 eV. As for the energy above the lowest of the compared OMol25 structures with the same formula, charge and spin: 0.6511 eV.



[2]
Computed, not measured: a structure of composition C26H30FN7O4RuS2, with wB97M-V/def2-TZVPD.

```
71
Properties=species:S:1:pos:R:3:forces:R:3
Ru -1.5515 -2.3075 1.0263 -0.11 -0.10 0.35
F 3.4122 0.6915 -1.5549 0.03 0.02 0.02
C 2.1453 1.1431 -1.4318 -0.07 0.00 0.04
C 1.1121 0.2591 -1.5115 -0.02 0.08 0.04
C -0.2019 0.7016 -1.3031 0.10 0.01 0.07
C -1.2594 -0.2726 -1.0697 -0.27 0.04 -0.15
O -1.0190 -1.5085 -1.0794 0.05 0.13 -0.11
C -2.5417 0.2714 -0.7643 -0.01 0.05 0.03
C -2.7257 1.6224 -0.7348 0.08 -0.21 -0.06
N -1.7357 2.5184 -0.9193 0.05 -0.09 0.03
C -1.9980 3.9191 -0.6879 -0.05 0.08 0.02
C -1.8189 4.8775 -1.8284 -0.04 0.01 0.05
C -3.1966 4.5230 -1.3476 0.06 0.00 0.01
C -0.4426 2.0685 -1.1164 -0.03 0.02 0.01
C 0.6381 2.9571 -1.0445 0.05 -0.11 -0.08
C 1.9338 2.5031 -1.1445 -0.18 -0.12 -0.09
N 2.9749 3.4183 -0.8342 -0.01 0.13 0.05
C 3.1559 3.6874 0.5894 0.00 -0.09 0.12
C 3.5432 5.1646 0.7327 0.03 0.06 0.02
N 4.1105 5.6088 -0.5917 -0.05 0.06 -0.02
C 5.0655 4.5881 -1.1313 0.06 0.01 0.00
C 4.2575 3.3309 -1.5101 0.09 -0.05 -0.08
C -3.7138 -0.5945 -0.3514 0.06 0.09 0.11
O -4.8295 -0.3408 -0.7456 0.01 0.09 -0.09
O -3.4135 -1.5169 0.5106 0.02 -0.16 -0.18
H 1.2983 -0.7955 -1.6511 0.01 -0.04 0.01
H -3.7084 2.0260 -0.5317 0.00 0.01 0.01
H -1.7394 4.2389 0.3154 -0.01 0.02 -0.02
H -1.5061 4.4612 -2.7756 0.00 -0.01 -0.02
H -1.4286 5.8592 -1.6009 0.01 0.02 -0.01
H -3.7899 3.8857 -1.9873 -0.02 -0.01 -0.01
H -3.7562 5.2509 -0.7806 -0.01 0.02 0.00
H 0.4630 4.0005 -0.8358 0.03 0.04 0.02
H 3.9332 3.0416 1.0189 -0.02 0.01 -0.01
H 2.2323 3.4889 1.1331 0.01 0.02 -0.03
H 4.3102 5.3316 1.4871 -0.03 0.00 0.00
H 2.6870 5.8044 0.9404 0.01 -0.03 0.00
H 4.5470 6.5264 -0.5132 -0.01 -0.03 0.01
H 3.3263 5.6718 -1.2460 0.03 0.00 0.02
H 5.7831 4.3947 -0.3353 0.00 0.00 -0.04
H 5.5901 5.0196 -1.9813 -0.01 -0.02 0.02
H 4.8442 2.4531 -1.2247 -0.02 0.02 -0.02
H 4.0896 3.2896 -2.5868 0.00 0.00 0.03
S -2.2426 -2.0431 3.3753 0.07 0.14 -0.03
C -1.7297 -0.3991 3.2468 0.13 -0.09 -0.04
C -2.5141 0.6090 3.8947 -0.09 0.00 0.03
N -3.1442 1.4291 4.3955 -0.02 0.06 0.03
C -0.6269 0.0049 2.5292 -0.08 -0.11 0.06
S 0.4471 -1.0817 1.7028 0.07 -0.13 -0.02
C -0.3177 1.3915 2.3702 0.04 0.17 -0.10
N -0.0204 2.4815 2.1412 0.03 0.02 0.02
C 0.8590 -6.4771 1.0455 0.00 -0.08 -0.07
N 0.0260 -5.5893 0.2413 -0.12 0.03 0.09
C 0.7305 -4.4111 -0.2285 0.00 0.18 -0.03
C -1.3125 -5.4770 0.4826 -0.06 -0.06 -0.12
O -1.8834 -4.3560 0.5712 0.15 0.04 -0.09
N -2.0599 -6.5852 0.5741 0.11 0.05 0.11
C -1.6937 -7.8575 -0.0209 0.10 -0.07 0.01
C -3.4337 -6.4891 1.0449 -0.08 0.03 0.04
H 1.3796 -5.8946 1.8109 0.01 -0.01 0.00
H 1.5994 -6.9690 0.4148 0.01 -0.02 0.01
H 0.2626 -7.2319 1.5428 -0.07 -0.06 0.02
H 1.6410 -4.7373 -0.7311 0.00 0.01 0.02
H 1.0190 -3.7486 0.6017 -0.04 -0.05 -0.10
H 0.1226 -3.8628 -0.9486 0.04 0.01 0.08
H -0.8329 -7.7358 -0.6721 0.02 -0.01 0.01
H -2.5355 -8.2101 -0.6182 0.02 0.00 0.00
H -1.4746 -8.6098 0.7390 0.01 -0.01 -0.01
H -3.5737 -5.5654 1.5962 -0.02 -0.03 0.00
H -3.6406 -7.3388 1.6948 -0.01 0.00 0.00
H -4.1276 -6.5071 0.2027 -0.01 0.02 0.01
```
Forces are in eV/Å.

As for the charge: +1. As for the multiplicity: 6. For the max |F|, the calculation gives 0.00748 Eh/bohr. As for the expectation value of S²: 8.7689. The calculation puts the total energy at -73031.2351 eV. For the frontier orbital gap (spin up / spin down), the calculation gives 6.46 / 6.72 eV. As for the energy above the lowest of the compared OMol25 structures with the same formula, charge and spin: 0.0000 eV.



[3]
Computed, not measured: an isolated molecule of C26H30N2O7, with wB97M-V/def2-TZVPD.

```
65
Properties=species:S:1:pos:R:3:forces:R:3
C -1.5839 -2.1252 6.1127 -0.05 0.14 0.16
H -2.5846 -1.6955 5.9990 0.04 0.00 0.00
O -1.2719 -2.9988 5.0554 0.06 -0.12 -0.27
C -1.2371 -2.5104 3.7857 0.08 -0.20 -0.31
C -1.4826 -1.1839 3.4472 -0.09 0.30 0.29
C -1.4241 -0.7773 2.1187 0.09 -0.43 -0.14
C -1.1203 -1.7060 1.1128 -0.13 0.17 -0.06
C -0.8799 -3.0218 1.4704 -0.08 0.27 0.16
C -0.9316 -3.4314 2.7866 -0.03 -0.03 0.31
H -0.7424 -4.4548 3.0650 0.02 -0.14 0.04
H -0.6408 -3.7402 0.7007 0.04 -0.07 -0.13
C -1.0792 -1.2663 -0.3344 0.39 -0.15 0.26
N -2.3594 -0.7471 -0.7667 0.08 -0.04 -0.20
C -2.3789 0.5810 -1.0000 -0.57 0.13 -0.18
O -3.3566 1.2367 -1.2928 0.09 0.20 0.02
C -0.9390 1.0776 -0.8732 0.64 0.43 0.02
O -0.5825 2.2273 -1.0011 -0.46 -0.19 -0.01
C -0.1454 -0.1028 -0.5588 0.58 -0.47 0.03
C 1.1862 -0.1824 -0.3383 -0.60 0.14 -0.25
C 2.1372 0.9096 -0.5780 0.35 0.08 0.05
C 3.1237 1.1673 0.3701 -0.01 0.17 -0.11
C 4.0565 2.1719 0.1654 0.03 0.09 -0.08
C 4.0372 2.9008 -1.0290 -0.01 -0.16 0.09
C 3.0482 2.6401 -1.9722 0.14 0.04 0.16
C 2.1034 1.6625 -1.7506 0.11 -0.10 0.09
H 1.3495 1.4642 -2.4932 -0.09 -0.01 -0.06
H 3.0465 3.2219 -2.8793 0.01 0.07 -0.14
O 4.9685 3.8607 -1.3085 -0.40 -0.04 -0.14
C 6.0831 3.8399 -0.4439 0.27 -0.12 0.53
C 5.6274 3.6600 1.0030 0.21 0.42 -0.33
H 6.4756 3.6498 1.6886 -0.06 0.06 -0.08
O 4.9747 2.4182 1.1541 -0.20 -0.32 -0.10
H 4.9435 4.4767 1.2709 0.08 -0.08 0.01
H 6.6012 4.7898 -0.5825 -0.01 -0.10 0.05
H 6.7518 3.0120 -0.7177 -0.06 0.11 0.01
H 3.1590 0.6319 1.3082 0.00 -0.05 0.13
O 1.6949 -1.3506 0.1214 -0.03 0.05 0.06
H 2.6527 -1.2706 0.2297 -0.11 0.04 -0.14
C -3.5283 -1.5872 -0.8179 -0.27 -0.22 -0.12
C -3.5808 -2.4087 -2.1096 -0.04 0.26 0.03
H -4.3738 -3.1514 -2.0141 0.03 -0.09 0.02
C -3.8181 -1.5274 -3.3615 -0.03 -0.04 0.09
N -2.8446 -1.6361 -4.4272 0.05 0.00 -0.15
C -2.7634 -2.9489 -5.0239 0.01 0.15 0.01
H -2.1744 -2.8820 -5.9389 0.02 -0.10 -0.04
H -2.2975 -3.7066 -4.3737 0.01 -0.04 0.02
H -3.7664 -3.2851 -5.2813 -0.05 -0.08 -0.05
C -1.5452 -1.0947 -4.1052 -0.10 -0.02 -0.07
H -1.6670 -0.0959 -3.6896 0.05 0.09 0.01
H -0.9613 -1.0197 -5.0233 0.10 0.02 0.02
H -0.9722 -1.7053 -3.3885 0.04 -0.03 0.07
H -4.7907 -1.7706 -3.7983 -0.02 0.06 0.08
H -3.8471 -0.4778 -3.0636 -0.09 0.00 0.02
H -2.6398 -2.9516 -2.2161 0.04 -0.12 0.00
H -4.4007 -0.9309 -0.7605 0.06 -0.06 0.08
H -3.5199 -2.2520 0.0531 -0.03 0.13 -0.02
H -0.7844 -2.1286 -0.9467 -0.05 0.05 0.02
O -1.6484 0.4974 1.7064 0.06 -0.37 -0.02
C -1.9654 1.4945 2.6454 -0.08 0.27 0.18
H -1.1556 1.6390 3.3681 -0.04 -0.03 -0.03
H -2.0944 2.4041 2.0611 -0.01 -0.02 0.09
H -2.8969 1.2681 3.1740 0.05 -0.01 -0.02
H -1.7190 -0.4638 4.2124 -0.03 0.07 0.09
H -0.8483 -1.3189 6.2007 -0.04 -0.02 -0.01
H -1.5566 -2.7343 7.0149 -0.01 0.09 -0.04
```
Forces are in eV/Å.

As for the charge: 0. For the max |F|, the calculation gives 0.01509 Eh/bohr. The calculation puts the total energy at -44760.2115 eV. For the frontier orbital gap, the calculation gives 8.16 eV. As for the energy above the lowest of the compared OMol25 structures with the same formula, charge and spin: 2.6407 eV. Its SMILES is COc1ccc([C@@H]2/C(=C(\O)c3ccc4c(c3)OCCO4)C(=O)C(=O)N2CCCN(C)C)c(OC)c1.



[4]
Computed, not measured: a structure of composition C26H30N4O5S at a distorted geometry, with wB97M-V/def2-TZVPD.

```
66
Properties=species:S:1:pos:R:3:forces:R:3
C -1.9739 -3.7007 -0.0214 2.75 -2.18 -4.39
H -1.5804 -4.7563 -0.0245 -1.09 0.61 0.32
O -3.2651 -3.6078 -0.2491 -5.15 -4.21 0.42
C -4.0058 -2.5300 -0.3823 -5.48 -4.03 -1.08
C -3.4026 -1.4427 -0.4881 -1.84 10.05 0.50
C -4.2253 -0.1794 -0.4207 0.56 -2.63 -1.09
C -5.6371 -0.2806 -0.4716 4.13 12.63 -1.40
C -6.1908 -1.3704 -0.7812 -4.70 -6.47 0.64
C -5.4996 -2.5316 -0.6130 2.71 -3.79 0.47
H -5.8848 -3.5693 -0.5400 -0.32 0.98 -0.41
H -7.2991 -1.2424 -0.7681 0.76 -1.24 -0.71
H -6.2238 0.8474 -0.8512 1.81 -3.68 1.85
N -3.4329 0.9286 -0.5303 0.47 6.75 0.94
C -3.9077 2.4544 -0.5434 -6.21 -7.58 -2.39
O -5.0809 2.6554 -0.9748 4.30 0.45 1.89
C -2.9340 3.4163 -0.2963 4.80 1.04 -2.69
H -2.0859 3.2345 -1.1702 -2.01 0.89 1.35
H -3.3880 4.3685 -0.3289 -0.20 1.19 -0.25
S -1.8141 3.3787 1.0523 -3.85 0.92 4.47
C -0.3669 2.8807 0.6023 4.10 -1.90 -5.85
N -0.1996 2.9181 -0.8740 -7.23 1.28 8.26
C 0.9680 2.7605 -1.1320 11.10 -2.98 -8.01
C 1.3060 2.9005 -2.6077 -1.34 -0.58 6.72
C 2.5110 2.6303 -2.9949 -3.22 1.26 -12.78
C 3.6358 2.4324 -2.5658 12.19 -4.49 14.28
C 3.5112 2.1446 -0.9814 -4.46 1.21 -3.58
C 2.1591 2.1200 -0.4435 -0.48 4.26 -0.31
C 1.9257 2.2602 0.9437 2.51 -7.18 5.74
O 2.6146 1.6030 1.8778 -0.61 3.12 -3.26
N 0.6399 2.4204 1.4650 -2.02 4.89 -7.67
C 0.2859 2.4033 2.7477 1.50 -7.85 3.47
C -0.5633 0.9961 2.9509 9.75 -0.69 7.20
H -0.6920 1.0211 4.1705 0.63 -0.30 -2.47
C 0.1844 -0.3682 2.6151 1.90 3.09 1.14
C 0.1722 -0.4746 1.1297 0.86 1.79 -4.37
O -0.5726 0.3175 0.4230 1.59 -3.33 1.89
N 1.2102 -1.1948 0.4945 -2.49 3.02 16.89
H 1.7757 -1.6912 1.5691 -1.38 1.22 -5.00
C 1.3519 -1.4724 -0.7138 2.35 -1.55 -7.92
H 0.5020 -2.1152 -0.9641 0.39 -0.36 -1.43
C 2.8381 -2.1945 -0.7625 -6.79 9.52 -5.97
H 2.7363 -2.3375 -1.7393 0.71 -0.98 -5.14
C 3.8185 -1.2331 -0.4674 5.30 3.07 1.58
H 4.3473 -0.8934 -1.3426 -0.28 0.44 -0.60
H 3.4391 -0.3236 0.0606 0.71 -0.90 0.17
C 5.0200 -2.1734 0.2778 -4.52 2.32 1.68
H 4.9587 -1.9449 1.3871 0.40 -0.24 -1.30
H 6.0158 -2.2264 -0.0468 1.14 0.54 -0.84
C 4.2635 -3.4055 -0.0004 -0.61 -1.43 9.26
H 4.5354 -3.9321 -0.7266 2.83 -4.06 -6.54
O 2.8861 -3.2210 -0.1497 0.54 -9.15 7.43
H 4.3636 -4.1062 0.9193 -0.11 0.74 -1.42
H 1.4451 -0.5429 -1.4225 -0.32 -1.48 1.12
H 1.3045 -0.3024 3.0924 -2.39 0.18 -1.64
H -0.1709 -1.1863 3.1786 -1.15 -1.03 0.22
H -1.4492 1.1649 2.7712 -8.94 0.77 -3.21
H -0.3109 3.1084 3.0595 -2.94 4.12 1.49
H 1.1490 2.2549 3.3840 0.19 0.48 -0.06
H 4.2652 1.9842 -0.2744 1.34 -0.36 0.68
H 4.7743 2.1174 -2.4427 -2.40 1.12 -2.99
H 2.8128 2.6064 -4.3172 -1.97 0.42 2.98
H 0.5340 3.0443 -3.2107 -3.07 0.82 -2.69
H -2.4147 0.9969 -0.2959 -1.24 -1.52 -0.13
H -2.5108 -1.2106 -0.1070 4.12 0.15 0.56
H -1.6673 -3.2699 0.8225 1.51 2.19 3.40
H -1.5108 -3.3388 -0.9565 0.86 0.63 0.57
```
Forces are in eV/Å.

As for the charge: 0. For the max |F|, the calculation gives 0.37542 Eh/bohr. The calculation puts the total energy at -54460.2172 eV. For the frontier orbital gap, the calculation gives 6.40 eV. As for the energy above the lowest of the compared OMol25 structures with the same formula, charge and spin: 23.1521 eV.